# C24H24N6OS3Sn

A structure of composition C24H24N6OS3Sn (the ωB97M-V functional and the def2-TZVPD basis, OMol25).

The charge is 0. The calculation puts the LUMO energy at -0.290 eV. As for the spin multiplicity: 1. The energy relative to the best compared isomer or geometry (same formula, charge and spin) comes out at 7.7 kcal/mol. As for the HOMO-LUMO gap: 0.262 Ha. The calculation puts the HOMO energy at -7.416 eV.

Last column: natural (NBO) charge in e.
Positions of all 59 atoms, in Å:
Sn 2.3436 -0.6185 -0.0609  1.236
C 1.0253 -4.5017 -3.2600  -0.702
C 1.8545 -3.3384 -2.7926  0.256
N 2.3093 -3.2298 -1.6059  -0.211
N 1.9707 -4.1907 -0.6978  -0.448
C 2.4586 -4.0989 0.5672  0.297
N 1.8047 -4.8829 1.4563  -0.785
S 3.7715 -3.1604 0.9892  -0.183
C 2.1281 -2.1797 -3.6934  0.148
C 1.5478 -2.0830 -4.9525  -0.229
C 1.8045 -0.9588 -5.7233  -0.160
C 2.6270 0.0276 -5.2166  -0.245
C 3.1533 -0.1532 -3.9420  0.059
N 2.9149 -1.2213 -3.1981  -0.398
H 1.4284 -5.4377 -2.8705  0.228
H 1.0100 -4.5854 -4.3411  0.237
H -0.0094 -4.3961 -2.9181  0.245
H 1.1806 -4.7964 -0.8716  0.383
H 0.8381 -5.1237 1.3023  0.393
H 2.0925 -4.7746 2.4144  0.421
H 0.8871 -2.8478 -5.3317  0.216
H 1.3594 -0.8597 -6.7047  0.221
H 2.8536 0.9209 -5.7820  0.224
H 3.7908 0.6030 -3.4956  0.197
C 2.4398 2.9387 -0.0725  -0.664
C 1.2305 2.1765 0.3872  0.308
N 0.5769 1.4824 -0.4762  -0.312
N -0.6471 1.0183 -0.0299  -0.352
C -0.9414 -0.2108 -0.1288  -0.030
S 0.0773 -1.5324 -0.6841  -0.410
S -2.5904 -0.7010 0.3481  0.232
C -2.7975 0.2672 1.8943  -0.556
C -3.7527 1.4234 1.7771  0.059
C -5.0486 1.3102 2.2664  -0.242
C -5.9400 2.3721 2.1728  -0.211
C -5.5378 3.5631 1.5887  -0.224
C -4.2411 3.6852 1.1018  -0.196
C -3.3550 2.6243 1.1941  -0.236
C 0.8727 2.1278 1.8190  -0.242
C 0.3838 3.2299 2.5099  -0.117
C -0.0150 3.1192 3.8313  -0.287
C 0.1044 1.8843 4.4618  -0.182
C 0.6168 0.7843 3.7968  -0.289
C 1.0182 0.8700 2.4545  0.378
O 1.5180 -0.1939 1.8470  -0.920
H 2.2721 3.3697 -1.0581  0.235
H 3.3109 2.2787 -0.1349  0.233
H 2.6805 3.7222 0.6442  0.231
H -1.8014 0.5988 2.1821  0.258
H -3.1573 -0.4466 2.6341  0.223
H -5.3644 0.3812 2.7285  0.205
H -6.9448 2.2697 2.5633  0.210
H -6.2300 4.3920 1.5112  0.209
H -3.9187 4.6160 0.6513  0.208
H -2.3466 2.7095 0.8093  0.235
H 0.2885 4.1778 1.9906  0.202
H -0.4264 3.9707 4.3555  0.213
H -0.1969 1.7803 5.4975  0.210
H 0.7180 -0.1717 4.2948  0.219

Forces on atoms 1 to 6 (eV/Å):
Sn 0.0 0.1 0.0
C 0.0 0.1 0.0
C 0.0 0.0 -0.1
N 0.0 -0.1 0.1
N 0.2 0.1 -0.1
C -0.1 -0.1 0.1



# C24H24NO5RhSb

A structure of composition C24H24NO5RhSb (the ωB97M-V functional and the def2-TZVPD basis, OMol25).

The charge is +1. The calculation puts the LUMO energy (alpha / beta) at -2.639 / -5.730 eV. As for the spin multiplicity: 5. As for the HOMO-LUMO gap (alpha / beta): 0.313 / 0.244 Ha. The calculation puts the HOMO energy (alpha / beta) at -11.164 / -12.371 eV.

Last column: Löwdin spin population.
Positions of all 56 atoms, in Å:
Rh 1.1916 0.2382 1.7637  2.442
O 1.2601 -2.0440 1.7973  0.078
C 2.6249 -2.5329 1.8187  0.003
C 3.5634 -1.4409 2.2918  0.008
N 3.3861 -0.1900 1.5316  0.143
C 4.0310 0.9702 2.1982  0.009
C 3.1133 1.7962 3.1127  0.018
O 3.5916 2.7517 3.6601  0.031
O 1.8619 1.3992 3.2282  0.241
C 3.6656 -0.3273 0.0720  0.018
C 2.2951 -0.1498 -0.5831  0.035
O 1.6953 -1.1023 -1.0871  0.040
O 1.7693 1.0099 -0.3577  0.251
H 0.8489 -2.3210 0.9630  0.003
H 2.6704 -3.3694 2.5142  0.001
H 2.8879 -2.8874 0.8229  0.001
H 3.3614 -1.2201 3.3416  0.001
H 4.5958 -1.7976 2.2125  0.004
H 4.8860 0.6545 2.8002  0.002
H 4.4041 1.6683 1.4517  0.000
H 4.3633 0.4376 -0.2586  0.000
H 4.0688 -1.3103 -0.1583  0.002
C -2.3627 -4.2662 -0.0801  0.021
C -1.4037 -3.9772 -1.0439  0.002
C -0.9342 -2.6808 -1.1949  0.020
C -1.4487 -1.6711 -0.3833  0.075
C -2.3954 -1.9600 0.5985  0.026
C -2.8566 -3.2606 0.7411  0.000
Sb -0.7443 0.3161 -0.5139  0.334
C -2.2286 1.4808 0.4464  0.094
C -1.8716 2.3366 1.4840  0.015
C -2.8510 3.0911 2.1169  0.001
C -4.1728 2.9874 1.7114  -0.001
C -4.5264 2.1335 0.6725  0.007
C -3.5566 1.3744 0.0351  0.018
C -0.6601 1.0505 -2.4704  0.014
C 0.0339 0.3869 -3.4766  0.007
C 0.0632 0.9325 -4.7501  -0.001
C -0.5856 2.1331 -5.0121  0.010
C -1.2686 2.7942 -4.0014  -0.001
C -1.3098 2.2549 -2.7236  0.010
H -2.7218 -5.2802 0.0343  0.001
H -1.0204 -4.7624 -1.6820  0.000
H -0.1750 -2.4624 -1.9348  0.001
H -2.7838 -1.1789 1.2421  0.001
H -3.5991 -3.4864 1.4948  0.000
H -0.8378 2.4289 1.8004  0.009
H -2.5768 3.7573 2.9238  0.000
H -4.9347 3.5758 2.2051  0.000
H -5.5587 2.0583 0.3576  0.001
H -3.8395 0.7112 -0.7745  0.002
H 0.5647 -0.5325 -3.2691  0.000
H 0.5986 0.4214 -5.5391  0.000
H -0.5542 2.5555 -6.0074  0.001
H -1.7702 3.7311 -4.2031  0.000
H -1.8473 2.7745 -1.9394  0.000

Forces on atoms 1 to 6 (eV/Å):
Rh -0.1 0.1 0.1
O 0.1 0.2 -0.1
C 0.0 -0.1 0.0
C -0.1 0.0 -0.1
N 0.3 0.1 0.1
C 0.0 -0.1 -0.1



# C24H25BCl3MgN4O5S3

A structure of composition C24H25BCl3MgN4O5S3 (the ωB97M-V functional and the def2-TZVPD basis, OMol25).

The charge is -1. The calculation puts the LUMO energy at 2.402 eV. As for the spin multiplicity: 1. The energy relative to the best compared isomer or geometry (same formula, charge and spin) comes out at 0.0 kcal/mol. As for the HOMO-LUMO gap: 0.279 Ha. The calculation puts the HOMO energy at -5.187 eV.

Last column: natural (NBO) charge in e.
Positions of all 66 atoms, in Å:
Mg -0.6986 0.2004 0.1935  1.732
C 2.4040 -2.0992 -0.6788  -0.404
N 2.5070 -1.5331 0.6514  -0.352
C 2.8705 -2.2109 1.7929  -0.103
C 2.8488 -1.3040 2.7961  -0.040
N 2.4853 -0.0848 2.2768  -0.482
B 2.5069 1.2093 3.1691  0.209
N 1.4214 2.2372 2.7445  -0.508
C 1.6968 3.5600 2.4921  -0.041
C 0.5407 4.1797 2.1656  -0.099
N -0.4459 3.2215 2.2165  -0.355
C -1.8519 3.4265 1.9171  -0.418
C 0.1058 2.0356 2.5627  0.297
S -0.7606 0.5561 2.6870  -0.471
C 2.2592 -0.2381 0.9646  0.292
S 1.7073 0.9239 -0.1845  -0.510
H 2.6134 -3.1647 -0.6111  0.207
H 3.1167 -1.6188 -1.3480  0.211
H 1.3974 -1.9565 -1.0637  0.245
H 3.0791 -3.2662 1.7891  0.224
H 3.0481 -1.4199 3.8456  0.227
H 2.3288 0.8400 4.3073  -0.053
H 3.5771 1.7646 3.0331  -0.063
H 2.7013 3.9360 2.5537  0.225
H 0.3283 5.1996 1.9014  0.214
H -1.9996 4.4838 1.7044  0.196
H -2.4583 3.1307 2.7719  0.215
H -2.1475 2.8344 1.0535  0.267
Cl -4.5859 2.4482 -5.7205  -0.040
C -3.8673 2.0828 -4.1687  -0.075
C -2.6574 1.4146 -4.1148  -0.232
C -2.1073 1.1337 -2.8833  -0.121
Cl -0.5568 0.3618 -2.7826  -0.002
C -2.7107 1.4845 -1.6526  0.407
O -2.1820 1.2218 -0.5075  -0.939
C -3.9367 2.1704 -1.7871  -0.121
Cl -4.7519 2.6762 -0.3335  -0.019
C -4.5115 2.4673 -3.0079  -0.243
H -2.1457 1.1215 -5.0206  0.230
H -5.4541 2.9944 -3.0475  0.229
C -0.4584 5.8643 -1.1173  -0.749
S -0.4904 4.1140 -1.5492  0.206
C 1.2518 3.9130 -1.9627  -0.748
H -0.2153 6.4782 -1.9851  0.207
H 0.2703 6.0493 -0.3267  0.202
H -1.4530 6.1310 -0.7623  0.225
H 1.8744 4.0678 -1.0813  0.220
H 1.5395 4.5973 -2.7615  0.202
H 1.3824 2.8868 -2.3022  0.245
O -2.1891 -2.4318 -1.3903  -0.663
C -1.2961 -2.6198 -0.5774  0.784
O -0.6989 -1.7283 0.1325  -0.951
C -0.7669 -4.0244 -0.3486  -0.150
C -1.1773 -5.0561 -1.1799  -0.174
C -0.6776 -6.3545 -1.0386  -0.273
C 0.2391 -6.5541 -0.0370  0.216
O 0.8641 -7.7260 0.3268  -0.492
C 1.8163 -7.3549 1.3190  0.238
O 1.5436 -6.0206 1.7242  -0.504
C 0.6425 -5.5313 0.7988  0.267
C 0.1606 -4.2555 0.6773  -0.261
H -1.8988 -4.8202 -1.9504  0.240
H -0.9887 -7.1647 -1.6836  0.219
H 2.8251 -7.4100 0.8933  0.141
H 1.7206 -8.0219 2.1764  0.161
H 0.4665 -3.4481 1.3283  0.256

Forces on atoms 1 to 6 (eV/Å):
Mg -0.2 0.0 0.0
C 0.0 0.0 0.0
N 0.0 0.0 0.0
C 0.0 0.0 0.1
C 0.0 -0.1 0.0
N 0.0 0.1 0.0



no.,largest force on an atom (eV/A)
1,0.25
2,0.46
3,0.18